Molecular formula: C39H78N12O9
Method: DFT, ωB97M-V/def2-TZVPD

CARTESIAN COORDINATES (ANGSTROEM)
C (-0.540, 1.807, 4.073)
C (-0.169, 2.571, 5.193)
C (-1.312, 3.217, 5.677)
N (-2.329, 3.032, 4.786)
C (-1.888, 2.181, 3.761)
H (0.139, 1.204, 3.488)
H (0.826, 2.609, 5.609)
H (-1.391, 3.987, 6.429)
H (-3.250, 3.445, 4.793)
H (-2.505, 1.955, 2.905)
C (5.652, -1.390, -0.649)
C (4.793, -1.310, -1.760)
C (4.406, -0.009, -1.912)
N (4.918, 0.778, -0.921)
C (5.791, -0.034, -0.188)
H (6.145, -2.249, -0.220)
H (4.415, -2.119, -2.369)
H (3.751, 0.501, -2.603)
H (4.765, 1.775, -0.870)
H (6.321, 0.414, 0.639)
C (0.313, 3.974, -5.342)
C (-0.304, 3.041, -4.533)
C (-0.194, 3.497, -3.219)
N (0.495, 4.668, -3.259)
C (0.777, 4.992, -4.548)
H (0.439, 3.842, -6.406)
H (-0.845, 2.129, -4.737)
H (-0.646, 3.078, -2.332)
H (0.723, 5.200, -2.431)
H (1.306, 5.907, -4.770)
C (-0.042, 3.760, 1.164)
N (-0.272, 5.168, 1.466)
C (-0.999, 5.316, 2.779)
C (0.037, 6.243, 0.739)
O (0.643, 6.165, -0.336)
H (0.282, 3.237, 2.064)
H (0.814, 3.637, 0.501)
H (-0.983, 3.364, 0.780)
H (-0.298, 5.103, 3.586)
H (-1.397, 6.296, 3.042)
H (-1.814, 4.593, 2.734)
H (-0.254, 7.182, 1.235)
C (5.425, 0.204, 3.577)
N (4.464, -0.918, 3.447)
C (3.325, -0.767, 2.536)
C (4.747, -2.018, 4.152)
O (4.042, -2.999, 4.195)
H (4.801, 1.061, 3.832)
H (5.906, 0.415, 2.623)
H (6.206, -0.043, 4.296)
H (2.673, -1.636, 2.616)
H (2.756, 0.132, 2.771)
H (3.604, -0.637, 1.490)
H (5.672, -1.970, 4.746)
C (2.808, -5.334, 0.794)
N (4.174, -5.639, 0.463)
C (4.320, -6.269, -0.846)
C (5.249, -5.344, 1.255)
O (6.440, -5.629, 1.119)
H (2.228, -6.209, 0.498)
H (2.420, -4.519, 0.184)
H (2.640, -5.012, 1.821)
H (4.217, -7.349, -0.746)
H (3.771, -5.739, -1.624)
H (5.375, -6.163, -1.099)
H (4.903, -4.837, 2.169)
C (0.101, -5.026, -1.516)
N (-0.855, -4.546, -2.481)
C (-2.043, -3.831, -1.921)
C (-0.774, -4.870, -3.810)
O (0.078, -5.523, -4.326)
H (0.584, -5.954, -1.820)
H (-0.329, -5.094, -0.516)
H (0.806, -4.197, -1.447)
H (-2.788, -3.489, -2.640)
H (-2.626, -4.508, -1.297)
H (-1.676, -2.940, -1.413)
H (-1.629, -4.473, -4.379)
C (-5.466, 2.859, -2.198)
N (-4.377, 2.360, -3.006)
C (-4.293, 2.933, -4.324)
C (-3.552, 1.339, -2.772)
O (-2.557, 1.045, -3.449)
H (-5.481, 3.935, -2.026)
H (-5.491, 2.380, -1.220)
H (-6.481, 2.679, -2.554)
H (-4.080, 3.994, -4.195)
H (-3.569, 2.517, -5.024)
H (-5.235, 2.720, -4.829)
H (-3.855, 0.775, -1.876)
C (1.615, -2.182, -3.748)
N (0.834, -1.823, -4.857)
C (-0.217, -0.875, -4.503)
C (1.058, -2.307, -6.082)
O (0.403, -1.947, -7.087)
H (2.154, -1.364, -3.271)
H (2.281, -3.022, -3.944)
H (0.959, -2.688, -3.040)
H (-0.841, -0.651, -5.368)
H (-0.916, -1.327, -3.799)
H (0.098, 0.111, -4.162)
H (1.863, -3.057, -6.050)
C (-0.726, -1.816, 4.425)
N (-1.844, -2.768, 4.279)
C (-2.332, -2.987, 2.937)
C (-2.471, -3.225, 5.366)
O (-3.569, -3.875, 5.456)
H (-0.508, -1.534, 5.455)
H (-0.847, -0.909, 3.833)
H (0.169, -2.239, 3.969)
H (-3.153, -3.704, 2.926)
H (-2.680, -2.030, 2.546)
H (-1.534, -3.384, 2.310)
H (-1.946, -2.961, 6.297)
C (0.619, 0.649, -1.352)
N (0.234, -0.266, -0.294)
C (-0.988, 0.009, 0.397)
C (1.085, -1.231, 0.134)
O (0.814, -2.189, 0.869)
H (1.513, 0.379, -1.915)
H (0.763, 1.591, -0.822)
H (-0.225, 0.875, -2.004)
H (-1.350, -0.963, 0.734)
H (-0.740, 0.478, 1.349)
H (-1.767, 0.467, -0.212)
H (2.048, -1.203, -0.398)
C (-6.299, 3.294, 1.910)
N (-5.140, 2.523, 1.451)
C (-4.163, 3.425, 0.936)
C (-5.140, 1.197, 1.353)
O (-4.345, 0.495, 0.668)
H (-7.255, 2.786, 2.031)
H (-6.575, 4.068, 1.193)
H (-6.090, 3.900, 2.792)
H (-4.541, 4.073, 0.145)
H (-3.700, 3.975, 1.755)
H (-3.417, 2.829, 0.411)
H (-6.090, 0.774, 1.714)

Output
SMILES ... c1cc[nH]c1.c1cc[nH]c1.c1cc[nH]c1.CN(C)C=O.CN(C)C=O.CN(C)C=O.CN(C)C=O.CN(C)C=O.CN(C)C=O.CN(C)C=O.CN(C)C=O.CN(C)C=O
Orbital gap ... 7.647 eV
Strongest force on any atom ... 4.0 eV/Å
E ... -78013.7228 eV